11 unconnected molecules or ions with the total composition C48H111N4O14, computed with ωB97M-V with the def2-TZVPD basis set.

Positions of all 177 atoms, in Å:
C1 -5.828 -2.398 0.424
C2 -5.376 -2.765 -1.110
N1 -6.339 -2.689 -2.088
C3 -3.856 -3.256 -1.566
C4 -2.767 -2.119 -1.073
C5 -1.610 -2.787 -0.069
N2 -0.596 -1.784 0.429
C6 0.382 -2.363 1.420
O1 -0.027 -1.914 2.761
C7 1.004 -2.166 3.778
C8 2.272 -3.198 3.658
C9 3.428 -3.403 4.839
C10 4.656 -4.457 4.536
C11 3.314 -2.513 6.243
C12 2.009 -1.503 6.390
C13 0.855 -1.311 5.201
C14 -0.376 -0.264 5.530
C15 -0.163 1.223 4.847
C16 -1.884 -0.909 5.229
C17 0.118 -1.072 -0.736
C18 1.046 0.192 -0.177
C19 0.328 1.079 0.997
C20 -0.576 2.342 0.475
N3 0.028 3.143 -0.657
C21 0.964 -2.195 -1.578
O2 2.429 -1.887 -1.683
O3 3.120 -2.907 -1.182
C22 -1.135 -0.389 -1.610
O4 -0.715 0.698 -2.496
C23 -0.033 0.243 -3.708
C24 0.141 1.410 -4.877
C25 -1.304 1.812 -5.598
C26 0.980 2.728 -4.392
C27 2.248 2.431 -3.399
C28 -0.068 3.889 -3.816
N4 -2.044 -1.430 -2.249
H1 -6.641 -3.127 0.858
H2 -6.329 -1.315 0.439
H3 -4.896 -2.362 1.161
H4 -7.210 -2.395 -1.589
H5 -3.620 -4.238 -0.936
H6 -3.744 -3.428 -2.719
H7 -3.385 -1.343 -0.417
H8 -2.223 -3.162 0.881
H9 -1.146 -3.754 -0.549
H10 0.209 -3.544 1.406
H11 1.513 -2.206 1.165
H12 2.394 -3.842 2.680
H13 5.039 -4.216 3.438
H14 4.344 -5.585 4.553
H15 5.584 -4.234 5.244
H16 4.135 -2.596 7.106
H17 1.897 -0.852 7.383
H18 -0.350 -0.091 6.706
H19 0.322 1.147 3.786
H20 0.588 1.808 5.564
H21 -1.204 1.757 4.876
H22 -2.153 -0.750 4.087
H23 -2.730 -0.408 5.897
H24 -1.919 -2.072 5.411
H25 1.457 0.876 -1.065
H26 2.031 -0.266 0.318
H27 1.214 1.553 1.642
H28 -0.325 0.476 1.758
H29 -1.680 2.080 0.183
H30 -0.659 3.093 1.399
H31 0.598 3.926 -0.236
H32 -0.802 3.653 -1.087
H33 0.606 -2.281 -2.714
H34 0.909 -3.286 -1.152
H35 3.679 -2.480 -0.450
H36 -1.812 0.125 -0.768
H37 1.072 -0.097 -3.412
H38 -0.511 -0.677 -4.250
H39 0.787 0.902 -5.743
H40 -1.257 2.876 -6.129
H41 -2.214 1.697 -4.865
H42 -1.426 1.025 -6.488
H43 1.442 3.211 -5.381
H44 2.714 1.346 -3.511
H45 3.116 3.177 -3.736
H46 2.061 2.652 -2.265
H47 -0.584 4.478 -4.686
H48 0.444 4.586 -3.028
H49 -0.928 3.305 -3.246
H50 -1.558 -2.102 -2.881
H51 -2.796 -0.914 -2.775
C29 -5.475 0.801 -5.088
C30 -4.983 -0.618 -5.288
O5 -4.589 -1.174 -4.043
H52 -4.690 1.421 -4.642
H53 -5.778 1.246 -6.040
H54 -6.327 0.823 -4.401
H55 -4.118 -0.632 -5.958
H56 -5.766 -1.247 -5.722
H57 -5.366 -1.164 -3.458
C31 3.545 6.241 -7.814
C32 3.138 4.783 -7.793
O6 1.936 4.625 -7.053
H58 3.691 6.615 -6.795
H59 4.473 6.379 -8.378
H60 2.762 6.856 -8.269
H61 3.914 4.175 -7.318
H62 2.977 4.405 -8.808
H63 1.252 5.162 -7.488
C33 7.561 -1.712 2.398
C34 6.820 -1.257 3.637
O7 5.501 -0.855 3.294
H64 7.605 -0.907 1.657
H65 8.581 -2.021 2.645
H66 7.043 -2.552 1.923
H67 7.328 -0.403 4.095
H68 6.760 -2.061 4.377
H69 5.056 -1.622 2.896
C35 5.395 -1.235 9.931
C36 3.964 -0.974 10.354
O8 3.135 -2.054 9.951
H70 5.459 -1.361 8.846
H71 6.047 -0.409 10.231
H72 5.769 -2.160 10.382
H73 3.587 -0.060 9.884
H74 3.890 -0.860 11.439
H75 3.473 -2.859 10.380
C37 -8.334 4.529 -7.827
C38 -7.843 3.110 -8.027
O9 -7.448 2.554 -6.781
H76 -7.549 5.149 -7.381
H77 -8.638 4.974 -8.779
H78 -9.186 4.551 -7.140
H79 -6.978 3.096 -8.697
H80 -8.626 2.481 -8.460
H81 -8.225 2.564 -6.197
C39 10.810 -0.860 5.720
C40 11.066 -0.237 4.363
O10 9.857 0.287 3.834
H82 10.068 -1.661 5.641
H83 11.732 -1.273 6.139
H84 10.406 -0.119 6.417
H85 11.449 -0.986 3.663
H86 11.798 0.574 4.436
H87 9.530 0.957 4.459
C41 0.829 5.410 6.546
C42 -0.635 5.180 6.231
O11 -0.829 5.146 4.825
H88 1.173 6.351 6.106
H89 0.994 5.443 7.627
H90 1.447 4.614 6.119
H91 -1.247 5.989 6.641
H92 -0.984 4.234 6.657
H93 -0.288 4.419 4.472
C43 -12.226 0.155 -7.449
C44 -11.044 1.051 -7.755
O12 -10.302 1.297 -6.569
H94 -12.877 0.617 -6.700
H95 -12.811 -0.040 -8.352
H96 -11.890 -0.801 -7.034
H97 -11.385 2.013 -8.149
H98 -10.383 0.590 -8.494
H99 -9.997 0.437 -6.231
C45 11.832 -4.276 2.550
C46 13.014 -3.380 2.244
O13 13.756 -3.134 3.430
H100 11.181 -3.814 3.300
H101 11.246 -4.471 1.647
H102 12.168 -5.232 2.966
H103 12.673 -2.418 1.850
H104 13.675 -3.841 1.505
H105 14.061 -3.994 3.768
C47 -11.602 -2.734 -0.282
C48 -10.408 -2.521 -1.190
O14 -9.697 -1.357 -0.791
H106 -12.270 -1.867 -0.316
H107 -12.163 -3.624 -0.579
H108 -11.282 -2.849 0.758
H109 -10.733 -2.384 -2.225
H110 -9.728 -3.377 -1.152
H111 -9.405 -1.492 0.127

Results
Total energy = -86171.554 eV
HOMO level = -9.6 eV
Orbital gap = 7.572 eV
Total charge = +1